(1)
Computed, not measured: a molecular structure, C18H25BClN9O5Pd at a distorted geometry, with ωB97M-V/def2-TZVPD.

Summary:
Frontier orbital gap (alpha / beta), eV: 7.96 / 8.27
Net charge: -1
Expectation value of S²: 0.753
2S+1: 2
HOMO energy (alpha / beta), Eh: -0.191 / -0.202

Positions of all 60 atoms, in Å:
N: -4.04 0.77 -0.43
H: 5.35 0.28 3.16
N: 2.55 -0.30 2.69
H: 3.18 3.73 -0.11
H: -6.59 2.47 0.15
O: 2.89 -5.16 1.15
O: 3.54 0.08 0.69
H: 5.57 -0.33 1.44
H: -1.73 -0.45 4.66
C: -0.93 -0.55 2.64
H: 3.40 2.04 -0.52
C: 1.40 2.60 -0.22
C: 3.61 -0.23 1.86
N: -1.39 -0.40 0.54
N: 0.81 1.44 -0.39
H: -7.17 1.55 -1.21
H: -2.63 -0.42 -3.39
H: 2.56 -0.89 3.50
C: -4.99 1.54 -0.98
C: 1.55 -2.51 -3.54
C: -4.46 2.25 -2.07
N: -2.89 0.99 -1.14
N: -1.05 -0.53 -2.01
H: -1.16 1.03 3.94
H: -1.03 -1.93 -4.90
H: -0.03 -0.12 4.63
C: -0.70 -1.83 2.11
H: -0.98 -2.40 -0.03
H: -5.10 2.83 -2.74
H: 0.69 4.70 -0.34
C: -1.65 -0.78 -3.15
O: 4.57 -3.45 1.16
O: 2.50 -3.10 0.10
Cl: 3.19 -3.76 1.24
C: -3.16 1.83 -2.13
C: -0.99 -1.69 0.76
H: 5.20 -1.44 2.68
C: 2.85 2.75 0.12
C: 0.45 3.65 -0.33
B: -1.50 0.40 -0.79
H: -0.35 -2.70 2.60
H: 3.05 2.47 1.16
N: -1.31 0.29 1.68
N: 0.18 -1.13 -1.97
C: -0.84 -1.57 -3.91
C: 5.00 -0.42 2.35
Pd: 1.70 -0.49 -0.35
C: 0.29 -1.77 -3.12
C: -6.40 1.59 -0.40
H: -1.74 3.37 -0.81
H: 2.18 -1.92 -4.22
H: 1.26 -3.43 -4.06
O: 2.65 -3.29 2.48
C: -0.75 2.97 -0.58
H: -6.51 0.69 0.21
H: 1.63 -0.20 2.31
N: -0.52 1.65 -0.63
H: 2.18 -2.72 -2.68
H: -2.46 2.00 -2.95
C: -0.94 -0.02 4.04

Quick look at the Löwdin charges, all values in e:
1. N 0.13
2. H 0.10
3. N 0.21
4. H 0.06
5. H 0.05
6. O -0.35
7. O -0.09
8. H 0.08
9. H 0.06
10. C -0.38
11. H 0.07
12. C -0.35
13. C -0.60
14. N -0.02
15. N -0.01
16. H 0.08
17. H 0.11
18. H 0.10
19. C -0.35
20. C -0.03
21. C -0.05
22. N -0.01
23. N 0.01
24. H 0.07
25. H 0.09
26. H 0.06
27. C -0.03
28. H 0.11
29. H 0.10
30. H 0.09
31. C -0.10
32. O -0.35
33. O -0.44
34. Cl 0.63
35. C -0.17
36. C -0.08
37. H 0.07
38. C -0.04
39. C -0.02
40. B -0.57
41. H 0.09
42. H 0.08
43. N 0.10
44. N 0.04
45. C -0.03
46. C 0.00
47. Pd 0.75
48. C -0.34
49. C -0.05
50. H 0.12
51. H 0.08
52. H 0.08
53. O -0.38
54. C -0.08
55. H 0.07
56. H 0.07
57. N 0.02
58. H 0.05
59. H 0.13
60. C -0.05

***

(2)
Computed, not measured: a molecular structure, C18H25BFeN5O3S4, with ωB97M-V/def2-TZVPD.

Summary:
Frontier orbital gap (alpha / beta), eV: 4.14 / 5.00
Net charge: -2
Expectation value of S²: 1.153
2S+1: 2
HOMO energy (alpha / beta), Eh: 0.016 / -0.016

Positions of all 57 atoms, in Å:
O: 0.73 -3.65 -1.71
C: -0.18 -0.94 2.11
H: -1.15 -0.91 1.65
H: 0.14 -3.40 1.23
H: -3.07 3.48 2.15
C: 0.41 1.50 -2.91
S: 1.03 1.62 -0.25
H: -1.87 1.79 -1.61
H: -1.39 2.31 0.68
H: -3.59 2.25 -1.44
H: 5.89 -0.43 0.60
Fe: 0.89 -0.80 -0.67
H: -5.23 0.17 2.04
C: 5.09 -0.53 -0.12
C: -3.37 2.68 1.47
H: -3.88 1.60 3.27
O: -0.19 5.02 -4.38
N: 3.00 -0.82 -0.74
N: 1.97 -0.97 2.15
B: 3.49 -0.88 1.82
H: -0.55 -4.43 -0.04
N: -4.31 0.36 0.19
S: 0.45 -0.24 -2.96
S: -0.03 2.38 -4.38
H: -2.17 3.70 -0.02
H: 1.22 -2.52 -3.40
C: 0.04 4.01 -3.73
N: 3.84 -0.75 0.31
H: -2.40 1.07 2.50
H: 3.94 0.10 2.38
C: 0.41 -2.64 -0.79
C: -4.21 0.22 1.64
H: -4.37 2.96 1.12
H: -4.84 1.20 -0.03
C: 0.18 -1.06 3.46
H: 3.24 -0.58 -2.79
C: 0.66 2.26 -1.82
H: 4.02 -1.89 2.27
C: 1.60 -3.32 -2.77
H: -3.73 -0.73 1.85
H: -1.36 -2.92 0.44
H: 5.91 -0.25 -2.15
C: 3.73 -0.62 -1.83
H: -0.47 -1.13 4.32
C: 5.08 -0.44 -1.50
N: 0.90 -0.89 1.34
H: 2.58 -3.02 -2.39
H: 2.29 -1.15 4.22
C: -2.71 1.83 -0.92
C: -3.03 0.46 -0.40
O: -2.24 -0.44 -0.33
C: 1.56 -1.08 3.43
C: -3.43 1.38 2.30
C: -0.38 -3.39 0.27
H: 1.71 -4.23 -3.37
C: -2.35 2.68 0.31
S: 0.49 4.01 -2.03

Quick look at the Löwdin charges, all values in e:
1. O -0.22
2. C -0.18
3. H 0.08
4. H 0.05
5. H 0.10
6. C -1.17
7. S 0.56
8. H 0.09
9. H 0.06
10. H 0.12
11. H 0.10
12. Fe 0.07
13. H 0.10
14. C -0.13
15. C -0.20
16. H 0.10
17. O -0.14
18. N -0.01
19. N -0.04
20. B -0.44
21. H 0.06
22. N 0.03
23. S 0.56
24. S 0.90
25. H 0.10
26. H 0.00
27. C -1.08
28. N -0.06
29. H 0.10
30. H 0.06
31. C -0.30
32. C -0.20
33. H 0.10
34. H 0.09
35. C -0.08
36. H 0.07
37. C -1.18
38. H 0.05
39. C -0.16
40. H 0.11
41. H 0.04
42. H 0.07
43. C -0.18
44. H 0.07
45. C -0.09
46. N -0.05
47. H 0.07
48. H 0.11
49. C -0.09
50. C -0.46
51. O 0.09
52. C -0.13
53. C -0.17
54. C -0.13
55. H 0.07
56. C -0.19
57. S 0.90

***

(3)
Computed, not measured: a molecular structure, C18H25BN8O3Tc at a distorted geometry, with ωB97M-V/def2-TZVPD.

Summary:
Frontier orbital gap (alpha / beta), eV: 4.88 / 3.88
Relative energy (zero: lowest compared OMol25 entry of this formula, charge and spin), kcal per mole: 54.5
Net charge: +2
Expectation value of S²: 4.100
2S+1: 4
HOMO energy (alpha / beta), Eh: -0.565 / -0.566

Positions of all 56 atoms, in Å:
N: 1.77 1.33 -1.09
H: -0.17 0.32 3.09
C: -1.98 2.69 0.06
H: 3.18 4.88 1.98
H: -1.52 -4.94 -1.76
H: 0.15 -5.40 0.14
H: 1.23 -4.14 -0.57
H: 3.21 3.88 -2.48
C: 3.04 3.04 3.30
H: -0.87 -1.02 2.13
C: -0.61 -1.98 -0.13
H: 3.64 1.48 -3.80
H: -0.36 -3.73 -2.39
C: -2.19 4.05 -0.25
C: 2.84 3.87 2.20
H: 1.37 -0.63 0.84
N: 2.08 2.65 -1.16
N: -0.66 2.44 0.15
H: 2.24 -0.36 -2.26
N: -2.25 -1.07 -2.15
C: -1.36 -0.23 -1.55
C: -1.90 -4.20 1.70
N: -0.60 -0.64 -0.50
C: 3.06 1.66 -2.90
C: 2.86 2.88 -2.25
H: 2.23 0.93 3.56
C: -2.43 -2.36 -1.77
H: -2.85 -0.70 -2.91
N: 2.06 3.21 1.30
H: -1.43 -5.16 1.47
C: 2.36 0.72 -2.13
C: -0.67 0.06 2.14
O: -1.27 0.91 -1.96
H: -3.24 -4.24 0.03
H: 0.81 -5.62 -1.48
H: 3.62 3.25 4.19
H: -0.57 5.60 -0.57
N: 1.75 1.97 1.79
C: -2.51 -3.53 0.45
H: 1.93 4.77 -0.34
C: -1.56 -3.01 -0.71
H: -2.70 1.89 0.22
H: -2.71 -4.42 2.42
H: -3.07 -2.65 0.83
B: 1.55 3.65 -0.10
C: 0.41 -4.86 -0.78
C: -0.91 4.59 -0.35
O: 0.17 -2.39 0.71
C: 2.34 1.86 2.99
H: -1.63 0.60 2.10
N: -0.01 3.61 -0.10
H: -1.19 -3.54 2.24
Tc: 0.52 0.66 0.56
H: -3.14 4.56 -0.39
C: -0.79 -4.16 -1.46
O: -3.29 -3.03 -2.33

Quick look at the Löwdin charges, all values in e:
1. N -0.11
2. H 0.03
3. C -0.02
4. H 0.15
5. H 0.14
6. H 0.07
7. H 0.08
8. H 0.15
9. C 0.01
10. H 0.01
11. C -0.40
12. H 0.12
13. H 0.13
14. C 0.15
15. C 0.00
16. H 0.03
17. N -0.03
18. N -0.04
19. H 0.13
20. N 0.24
21. C -0.52
22. C -0.08
23. N 0.04
24. C 0.01
25. C -0.01
26. H 0.13
27. C -0.40
28. H 0.21
29. N -0.03
30. H 0.07
31. C -0.08
32. C -0.22
33. O 0.07
34. H 0.14
35. H 0.10
36. H 0.13
37. H 0.17
38. N -0.11
39. C -0.13
40. H 0.14
41. C -0.27
42. H 0.15
43. H 0.09
44. H 0.13
45. B -0.47
46. C -0.08
47. C 0.08
48. O 0.06
49. C -0.08
50. H 0.02
51. N 0.06
52. H 0.07
53. Tc 1.61
54. H 0.16
55. C -0.14
56. O 0.14

***

(4)
Computed, not measured: a molecular structure, C18H25Cl2IrN2O4S2, with ωB97M-V/def2-TZVPD.

Summary:
Frontier orbital gap (alpha / beta), eV: 8.11 / 5.93
Relative energy (zero: lowest compared OMol25 entry of this formula, charge and spin), kcal per mole: 0.0
Net charge: +3
Expectation value of S²: 0.773
2S+1: 2
HOMO energy (alpha / beta), Eh: -0.646 / -0.647

Positions of all 54 atoms, in Å:
C: -2.77 -1.43 -1.91
H: 3.34 -1.25 -4.13
C: -2.35 4.26 -0.92
O: -0.34 -1.28 -1.56
H: 3.30 2.54 -0.82
H: -1.26 -0.54 -3.27
Ir: 0.17 0.46 -0.58
O: 1.72 -0.85 0.09
H: 2.38 0.12 -4.76
N: 3.66 1.89 -1.50
S: 1.14 1.32 -2.53
H: 0.32 -0.05 2.95
H: 2.33 0.13 1.76
H: 1.48 -1.62 -2.49
N: 3.72 0.61 -3.22
H: 5.86 0.52 -3.44
C: -0.25 4.80 0.87
H: -3.12 -2.46 -1.80
C: -1.97 -0.84 1.57
H: 2.45 -2.73 -0.46
H: 0.54 -3.09 -2.11
H: 4.10 -0.03 -5.16
Cl: 0.80 2.32 0.69
C: 0.40 -0.82 2.19
C: 1.80 -0.79 1.54
H: -1.96 -1.42 2.49
H: -1.20 -2.31 -3.13
H: 0.19 -1.79 2.65
C: 3.35 -0.20 -4.39
O: -0.59 -0.61 1.16
H: 2.41 -1.62 1.88
S: -1.61 1.69 -1.27
H: -3.69 -1.86 0.85
H: 5.78 2.16 -1.23
H: 0.83 -2.74 0.30
C: 1.49 -2.21 -0.40
C: -0.39 3.58 0.30
C: -2.68 -1.61 0.50
C: -2.23 5.52 -0.35
H: -1.12 6.77 0.98
O: -2.75 -0.77 -0.65
H: -3.48 -0.91 -2.54
C: 2.89 1.22 -2.37
C: 4.99 1.70 -1.79
C: -1.38 -1.38 -2.59
C: 5.02 0.90 -2.88
H: -2.95 6.28 -0.61
H: 0.55 5.02 1.57
H: -2.44 0.13 1.76
C: 0.84 -2.10 -1.75
H: -2.15 -2.54 0.28
C: -1.42 3.24 -0.61
Cl: -3.63 3.93 -2.00
C: -1.20 5.78 0.53

Quick look at the Löwdin charges, all values in e:
1. C -0.14
2. H 0.10
3. C -0.64
4. O -0.35
5. H 0.14
6. H 0.12
7. Ir 0.85
8. O -0.30
9. H 0.08
10. N 0.10
11. S 0.70
12. H 0.14
13. H 0.12
14. H 0.11
15. N -0.09
16. H 0.15
17. C -0.04
18. H 0.14
19. C -0.09
20. H 0.16
21. H 0.16
22. H 0.12
23. Cl 0.81
24. C -0.12
25. C -0.11
26. H 0.15
27. H 0.14
28. H 0.15
29. C 0.02
30. O -0.32
31. H 0.15
32. S 0.86
33. H 0.16
34. H 0.15
35. H 0.15
36. C -0.09
37. C -0.53
38. C -0.15
39. C -0.04
40. H 0.14
41. O -0.23
42. H 0.15
43. C -0.63
44. C 0.00
45. C -0.09
46. C 0.01
47. H 0.14
48. H 0.14
49. H 0.15
50. C -0.11
51. H 0.14
52. C -0.61
53. Cl 0.84
54. C 0.03

***

(5)
Computed, not measured: a molecular structure, C18H25ClN2V at a distorted geometry, with ωB97M-V/def2-TZVPD.

Summary:
Frontier orbital gap (alpha / beta), eV: 7.26 / 7.72
Relative energy (zero: lowest compared OMol25 entry of this formula, charge and spin), kcal per mole: 20.1
Net charge: +2
Expectation value of S²: 0.814
2S+1: 2
HOMO energy (alpha / beta), Eh: -0.584 / -0.584

Positions of all 47 atoms, in Å:
H: -2.44 1.06 -0.80
C: -0.90 -0.32 -1.73
H: 2.29 4.37 -0.43
V: -0.65 -0.89 0.51
H: -1.47 -4.01 1.57
H: 1.12 1.35 1.74
C: -1.05 0.77 1.89
N: 0.10 -2.74 0.73
H: -2.75 -0.55 2.54
H: 0.97 5.03 0.56
C: -0.46 -3.93 1.22
H: -1.39 5.19 -0.40
H: -1.58 1.67 1.61
C: 1.36 4.94 -0.46
C: -1.97 -2.24 -1.01
H: -0.71 6.10 -1.78
C: -2.65 -1.13 -0.43
C: -0.96 5.09 -1.40
C: 0.90 4.16 -2.80
C: 2.93 -4.95 0.41
H: -0.81 -2.14 3.55
H: 1.56 5.95 -0.86
H: 1.82 3.57 -2.81
C: -0.65 -1.26 2.93
H: -0.22 -2.35 -2.42
H: -0.30 0.36 -2.33
H: 2.13 -2.32 0.02
C: -1.68 -0.42 2.43
C: -0.88 -1.74 -1.80
H: -1.71 4.64 -2.06
N: 1.65 -4.30 0.65
C: 0.38 0.59 1.98
H: -3.56 -1.16 0.17
C: 0.50 -4.91 1.16
C: 0.62 -0.66 2.64
C: -2.03 0.07 -0.92
H: 1.58 -1.04 2.96
C: 0.33 4.27 -1.38
H: 1.11 5.18 -3.15
H: 3.60 -4.19 0.00
H: 3.35 -5.36 1.34
H: 2.81 -5.78 -0.31
H: 0.47 -5.95 1.43
H: 0.17 3.69 -3.48
Cl: -0.01 2.57 -0.71
C: 1.39 -3.01 0.41
H: -2.31 -3.27 -0.97

Quick look at the Löwdin charges, all values in e:
1. H 0.12
2. C -0.12
3. H 0.08
4. V 0.93
5. H 0.13
6. H 0.12
7. C -0.16
8. N -0.09
9. H 0.14
10. H 0.08
11. C -0.07
12. H 0.08
13. H 0.12
14. C -0.11
15. C -0.06
16. H 0.10
17. C -0.12
18. C -0.10
19. C -0.10
20. C 0.02
21. H 0.14
22. H 0.10
23. H 0.08
24. C -0.06
25. H 0.14
26. H 0.11
27. H 0.16
28. C -0.12
29. C -0.05
30. H 0.08
31. N -0.10
32. C -0.10
33. H 0.14
34. C 0.02
35. C -0.04
36. C -0.17
37. H 0.14
38. C -0.88
39. H 0.10
40. H 0.11
41. H 0.12
42. H 0.12
43. H 0.15
44. H 0.08
45. Cl 0.69
46. C -0.09
47. H 0.14